(1)
ORCA calculation (ωB97M-V with the def2-TZVPD basis set) on 3 unconnected molecules or ions with the total composition C17H27NO10PS2 in a non-equilibrium geometry.

```
58
C17H27NO10PS2 | OMol25 | ωB97M-V with the def2-TZVPD basis set
C 3.9220 -3.0560 -2.7105
P 2.3919 -2.9432 -1.5725
O 1.0521 -3.5502 -2.5657
S 1.8751 -0.8633 -1.1497
O 2.3512 -0.0574 -2.3819
O 0.3136 -0.8460 -1.0554
N 2.6728 -0.4473 0.3484
S 3.0527 1.2926 0.3956
O 3.2555 1.8298 1.8366
O 1.8170 2.0067 -0.2029
C 4.6398 1.4959 -0.5783
C 5.1702 3.0400 -0.7315
O 5.9926 3.5585 0.2135
C 4.7937 4.0145 -2.0292
C 6.0117 4.8504 -2.8134
C 5.7190 5.8261 -4.1192
C 4.1619 5.9622 -4.7005
C 2.9211 5.1664 -3.9573
C 3.2841 4.2233 -2.6341
H 4.5565 -4.0167 -2.4331
H 3.5374 -3.2319 -3.8121
H 4.6351 -2.1220 -2.6776
H 1.1468 -4.5495 -2.6536
H 5.4785 0.8984 0.0230
H 4.6183 1.0217 -1.6602
H 7.1364 4.7679 -2.4308
H 6.5522 6.4483 -4.6774
H 3.8954 6.6146 -5.6377
H 1.7900 5.2433 -4.2996
H 2.3702 3.6617 -2.1436
O -5.3258 2.5255 1.2543
C -4.3876 1.7707 1.5003
O -3.3104 1.7292 0.6844
C -2.0836 1.0450 0.9889
C -2.1588 -0.4124 0.5696
C -4.4571 0.8139 2.6533
H -1.8114 1.1634 2.0411
H -1.2973 1.5411 0.4088
H -2.9364 -0.9487 1.1199
H -1.2024 -0.9144 0.7435
H -2.4103 -0.4919 -0.4932
H -4.9494 -0.1058 2.3299
H -5.0481 1.2753 3.4516
H -3.4865 0.5843 3.0906
O -2.6387 -2.2552 2.2921
C -3.6294 -2.9586 2.4768
O -4.2531 -2.9611 3.6763
C -5.5254 -3.5791 3.9318
C -5.3531 -5.0454 4.2864
C -4.1107 -3.8978 1.4110
H -6.2161 -3.4295 3.0976
H -5.9601 -3.0549 4.7904
H -4.9155 -5.6097 3.4586
H -6.3162 -5.4968 4.5426
H -4.6745 -5.1553 5.1388
H -3.5755 -4.8460 1.4970
H -3.8962 -3.4525 0.4338
H -5.1854 -4.0720 1.4340
```

Summary:
E_HOMO ... -5.81 eV
Frontier orbital gap ... 7.4 eV
E ... -70979.0755 eV
Net charge ... -1

Atom charges from the Mulliken analysis, given in e for atoms 1 to 5: number 1, C, carries -0.753; number 2, P, carries 0.266; number 3, O, carries -0.564; number 4, S, carries 0.823; number 5, O, carries -0.615

(2)
ORCA calculation (ωB97M-V with the def2-TZVPD basis set) on a molecular structure, C17H28BeN2Si in a non-equilibrium geometry.

```
49
C17H28BeN2Si | OMol25 | ωB97M-V with the def2-TZVPD basis set
C 0.6101 -0.8422 -2.7079
C 0.1260 2.3592 -3.8631
C -0.5664 -1.0831 -3.4381
H 1.3147 -1.6999 -2.4177
C -0.9945 2.3232 -3.2498
H 0.4447 3.2674 -4.4581
H -0.6659 -2.1142 -3.7516
H -1.6378 3.2562 -3.1182
C -1.6162 -0.1041 -3.5541
H -2.5492 -0.7060 -3.3917
H -1.6802 0.1930 -4.6460
C 1.2908 0.5134 -2.5640
H 2.3925 0.3191 -2.4132
H 0.9984 1.1790 -1.7002
C 1.1250 1.2544 -3.9102
H 0.8658 0.5143 -4.6836
H 2.1106 1.6533 -4.1937
C -1.6225 1.1197 -2.6064
H -2.6818 1.3214 -2.4170
H -1.1824 0.8472 -1.6716
Be 0.6170 -0.8650 0.5500
H 0.2688 -0.9198 -0.6472
C -0.2507 -4.3775 0.6360
C -0.0978 -3.4176 1.7938
C -0.2597 -3.7762 3.1414
C -0.1878 -2.7964 4.1157
C -0.0217 -1.4651 3.8017
C 0.1565 -1.1604 2.4472
N 0.2028 -2.1627 1.4743
N 0.3988 0.0406 1.8284
Si 0.3735 1.7083 2.2696
C -1.2267 2.0280 3.2073
C 1.8455 1.9632 3.3453
C 0.4360 2.7369 0.6949
H -1.2093 -4.2083 0.1069
H 0.5691 -4.2628 -0.1019
H -0.2498 -5.4016 1.0201
H -0.4209 -4.8083 3.3418
H -0.2784 -3.0711 5.1526
H 0.0192 -0.6190 4.5102
H -1.4883 1.1775 3.8335
H -1.0848 2.9068 3.8347
H -2.0399 2.2151 2.5081
H 2.7476 2.1945 2.7410
H 1.6720 2.8064 4.0468
H 2.0690 1.0550 3.9484
H 1.3340 2.5205 0.1026
H -0.4458 2.5894 0.0598
H 0.4697 3.7983 0.9929
```

Summary:
Relative energy (zero: lowest compared OMol25 entry of this formula, charge and spin) ... 2.585 eV
E_HOMO ... -7.49 eV
Frontier orbital gap ... 7.8 eV
E ... -29342.4184 eV

Atom charges from the Mulliken analysis, given in e for atoms 1 to 5: number 1, C, carries -0.189; number 2, C, carries -0.328; number 3, C, carries -0.736; number 4, H, carries 0.472; number 5, C, carries -0.203

(3)
ORCA calculation (ωB97M-V with the def2-TZVPD basis set) on a molecular structure, C17H28BrF8IrNO8S2Si in a non-equilibrium geometry.

```
67
C17H28BrF8IrNO8S2Si | OMol25 | ωB97M-V with the def2-TZVPD basis set
Ir -1.4331 -0.2625 2.9163
O -0.1209 -3.2303 5.5804
C -0.6065 -2.3430 4.9256
O -0.1392 -1.6213 3.9556
C -2.1394 -1.9065 5.2906
O -2.5726 -2.2797 6.3467
O -2.6336 -1.2124 4.3132
F -3.3149 -0.0425 -0.8552
C -4.1954 0.7806 -0.2759
F -3.6593 2.0053 -0.2541
F -5.2866 0.8194 -1.0398
S -4.5601 0.2130 1.4546
O -3.3606 0.6567 2.1545
O -5.7784 0.8679 1.7852
N -4.7472 -1.3324 1.3031
S -3.6043 -2.3960 1.5270
O -2.2607 -1.8454 1.3969
O -3.8731 -3.3446 2.5475
C -3.7480 -3.3776 -0.0416
F -3.0949 -4.5320 0.0967
F -3.2081 -2.7291 -1.0803
F -5.0180 -3.6490 -0.3425
F -1.7197 2.2616 4.1142
C -0.7659 1.2694 4.0458
F -0.5435 0.8866 5.3387
H 0.1567 1.7501 3.7010
C -0.8506 1.6383 -2.3355
C 0.6585 1.9173 -2.1860
C 1.2882 2.0066 -3.5854
C 0.7774 3.2852 -1.4910
Si 1.5016 0.5668 -1.1360
Br -0.1606 0.4543 0.9364
C 1.4559 -1.2136 -1.8165
C 2.6222 -1.4369 -2.7948
C 0.1361 -1.4980 -2.5535
C 1.5377 -2.2463 -0.6725
C 3.1296 1.0831 -0.2688
C 2.8797 2.1094 0.8543
C 3.8186 -0.1148 0.4046
C 4.0926 1.6915 -1.3041
H -1.3147 2.4727 -2.8695
H -1.3197 1.5535 -1.3571
H -1.0547 0.7289 -2.8931
H 0.8157 2.8269 -4.1317
H 1.1349 1.0858 -4.1526
H 2.3626 2.1999 -3.5421
H 0.1936 4.0218 -2.0494
H 1.8098 3.6338 -1.4531
H 0.3771 3.2324 -0.4770
H 2.5875 -0.7313 -3.6296
H 2.5568 -2.4495 -3.2006
H 3.5908 -1.3292 -2.3046
H 0.0420 -0.9028 -3.4631
H -0.7245 -1.3103 -1.9084
H 0.1160 -2.5520 -2.8427
H 2.5025 -2.2392 -0.1727
H 1.3817 -3.2462 -1.0863
H 0.7637 -2.0630 0.0728
H 2.1823 1.7085 1.5868
H 2.4726 3.0464 0.4799
H 3.8282 2.3250 1.3544
H 3.1562 -0.5826 1.1341
H 4.7038 0.2458 0.9357
H 4.1482 -0.8630 -0.3161
H 3.6995 2.6213 -1.7179
H 4.2823 1.0044 -2.1335
H 5.0464 1.9125 -0.8180
```

Summary:
Relative energy (zero: lowest compared OMol25 entry of this formula, charge and spin) ... 2.198 eV
E_HOMO ... -4.94 eV
Frontier orbital gap ... 6.2 eV
E ... -160125.4930 eV
Net charge ... -1

Atom charges from the Mulliken analysis, given in e for atoms 1 to 5: number 1, Ir, carries 1.564; number 2, O, carries -0.656; number 3, C, carries 0.647; number 4, O, carries -0.766; number 5, C, carries 0.568

(4)
ORCA calculation (ωB97M-V with the def2-TZVPD basis set) on a gas-phase ion, C17H28BrN3O5P (charge +1) in a non-equilibrium geometry.

```
55
C17H28BrN3O5P | OMol25 | ωB97M-V with the def2-TZVPD basis set
C 4.3832 -1.4328 3.6603
C 4.3809 -2.5051 2.4200
C 4.8562 -1.7051 1.0707
O 6.1953 -1.5320 0.9027
O 3.9861 -1.1093 0.0456
C 2.6349 -1.6951 0.0466
C 1.8792 -1.1713 -1.3103
C 0.5002 -0.3039 -1.0354
C -1.0180 -0.7993 -1.5484
C -1.2645 -2.2128 -2.3339
O -0.6106 -3.3631 -1.6279
C -1.3278 -4.6153 -1.9428
C -2.1268 0.3089 -1.1016
C -3.7002 -0.0961 -1.5163
Br -3.9349 -0.2116 -3.5397
C -4.2333 -1.4494 -0.7354
C -5.5373 -1.0668 0.2390
N -2.0203 1.6036 -0.4047
N -0.7849 1.9956 0.0092
C -0.7268 3.3578 0.7355
O -1.9115 4.2055 0.4116
C -1.3336 5.5436 0.0628
C -0.7332 6.5904 1.1841
O -1.2996 5.8636 -1.2533
C 0.3923 1.1238 -0.2511
P 2.0936 1.7683 0.4449
N 2.9973 2.1116 -0.8598
H 3.2973 -1.0487 3.8853
H 5.0480 -0.4783 3.3946
H 4.8718 -1.9335 4.6086
H 5.2463 -3.2915 2.6608
H 3.4013 -3.1358 2.3091
H 2.0129 -1.4352 1.0260
H 2.7048 -2.8830 -0.0022
H 1.6602 -2.1118 -2.0069
H 2.6252 -0.4853 -1.9152
H -2.3809 -2.4936 -2.5359
H -0.7456 -2.1085 -3.4018
H -0.5464 -5.5177 -1.9347
H -1.7862 -4.6096 -3.0271
H -2.1937 -4.8748 -1.1778
H -4.4572 0.7694 -1.1939
H -3.3805 -1.7723 0.0113
H -4.5316 -2.3267 -1.4882
H -6.5732 -1.2325 -0.3210
H -5.4849 -1.6824 1.2604
H -5.5360 0.0692 0.5661
H -0.8092 3.1092 1.8818
H 0.2154 3.9881 0.4395
H -1.2300 6.5046 2.2417
H 0.4112 6.2854 1.3295
H -0.6938 7.7091 0.7758
H 2.7235 0.7792 1.3307
H 1.9798 2.9725 1.2194
H 2.4672 1.9056 -1.7357
```

Summary:
Relative energy (zero: lowest compared OMol25 entry of this formula, charge and spin) ... 7.422 eV
E_HOMO ... -11.96 eV
SMILES ... CCC(=O)OCCc1c(COC)c([C@@H](Br)CC)n[n+](COC(C)=O)c1[PH2]=N
Frontier orbital gap ... 6.6 eV
E ... -112098.7043 eV
Net charge ... +1

Atom charges from the Mulliken analysis, given in e for atoms 1 to 5: number 1, C, carries -0.860; number 2, C, carries -0.205; number 3, C, carries 0.305; number 4, O, carries -0.537; number 5, O, carries -0.281

(5)
ORCA calculation (ωB97M-V with the def2-TZVPD basis set) on a molecular structure, C17H28CeNO2P2S in a non-equilibrium geometry.

```
52
C17H28CeNO2P2S | OMol25 | ωB97M-V with the def2-TZVPD basis set
Ce -1.5062 0.8094 -0.4446
P 0.2528 -0.5480 3.0875
C 1.3476 0.0355 1.7361
C 1.4423 -0.8875 0.5141
N 0.7377 -0.5425 -0.5956
C 0.9730 -1.2499 -1.7316
C 1.7017 -2.4401 -1.7467
C 2.3272 -2.8485 -0.5869
C 2.2231 -2.0445 0.5477
C 0.3831 -0.7796 -3.0448
P -0.0805 1.0244 -2.9797
H 2.7089 -2.3266 1.4841
H 1.7263 -2.9946 -2.6833
H 2.8848 -3.7757 -0.5697
H 1.1362 -0.9058 -3.8441
H -0.4941 -1.3876 -3.2954
H 1.1178 1.0097 1.4571
H 2.3388 0.0767 2.2155
H 5.4069 2.8658 1.9829
O 6.2688 2.8785 2.3383
H 6.4383 1.9633 2.6065
H 0.0426 0.1683 4.2825
O -0.8634 0.8285 2.9623
H -1.6926 0.5334 3.3899
C 1.5807 1.7448 -3.1882
H 1.9264 1.6493 -4.2268
H 1.5034 2.8089 -2.9354
H 2.3204 1.2883 -2.5215
C -0.7376 1.2416 -4.6596
H -1.0389 2.2935 -4.7444
H 0.0281 1.0143 -5.4154
H -1.6192 0.6053 -4.8044
C -0.9056 -1.8884 2.6580
H -0.8936 -2.6286 3.4757
H -1.9496 -1.5367 2.5531
H -0.6187 -2.3875 1.7231
C 1.4911 -1.3322 4.2446
H 1.6902 -0.6345 5.0691
H 1.0614 -2.2626 4.6418
H 2.4268 -1.5331 3.7134
S -2.7501 -1.2748 -1.9668
C -3.5866 -0.0589 -1.1045
C -3.5929 1.2747 -1.6117
C -3.5682 2.3601 -0.7006
C -3.7510 2.1301 0.6781
C -3.8199 0.8200 1.1848
C -3.6820 -0.2648 0.3045
H -3.4763 1.4114 -2.6788
H -3.4032 3.3756 -1.0624
H -3.8498 2.9823 1.3668
H -4.0053 0.6361 2.2480
H -3.6014 -1.2971 0.6776
```

Summary:
Relative energy (zero: lowest compared OMol25 entry of this formula, charge and spin) ... 5.375 eV
E_HOMO (spin up / spin down) ... -16.80 / -16.80 eV
Frontier orbital gap (spin up / spin down) ... 3.8 / 3.9 eV
E ... -65978.5499 eV
Net charge ... +3

Atom charges from the Mulliken analysis, given in e for atoms 1 to 5: number 1, Ce, carries 0.608; number 2, P, carries 0.665; number 3, C, carries -1.758; number 4, C, carries 0.315; number 5, N, carries 0.233

(6)
ORCA calculation (ωB97M-V with the def2-TZVPD basis set) on a molecular structure, C17H28ClNO10SeTi in a non-equilibrium geometry.

```
59
C17H28ClNO10SeTi | OMol25 | ωB97M-V with the def2-TZVPD basis set
Ti -0.4713 0.9824 0.8765
C -2.3878 -1.3202 1.3955
C -3.1671 -0.5421 0.3531
O -2.5722 0.7462 0.2442
C -2.8185 1.4576 -0.9687
C -1.8131 0.9980 -2.0049
O -0.5304 0.9436 -1.3739
C 0.5834 1.4901 -2.0720
C 1.1904 2.5976 -1.2507
O 1.5239 2.0296 0.0115
C 2.1895 2.9385 0.8905
C 1.7304 2.6699 2.3249
O 1.2433 1.3305 2.4605
C 2.1980 0.3386 2.8012
C 2.7513 -0.3740 1.5866
O 1.7309 -0.8363 0.7138
C 1.1815 -2.1199 1.0000
C -0.1236 -2.0460 1.7721
O -1.0104 -1.2361 1.0074
H -2.7028 -2.3662 1.3974
H -2.5256 -0.8753 2.3786
H -4.2078 -0.4325 0.6621
H -3.1241 -1.0641 -0.6091
H -2.6589 2.5004 -0.7137
H -3.8450 1.3149 -1.3093
H -1.8037 1.6887 -2.8488
H -2.0386 -0.0062 -2.3724
H 0.2843 1.8637 -3.0508
H 1.3135 0.6903 -2.1989
H 0.4784 3.4114 -1.0984
H 2.0889 2.9748 -1.7484
H 1.9446 3.9686 0.6266
H 3.2669 2.7923 0.7711
H 0.8956 3.3105 2.5854
H 2.5423 2.8474 3.0330
H 1.6748 -0.3677 3.4463
H 3.0182 0.7807 3.3733
H 3.3881 -1.2051 1.9101
H 3.3515 0.3143 0.9916
H 1.9073 -2.7455 1.5288
H 0.9540 -2.5634 0.0345
H -0.0100 -1.6133 2.7678
H -0.5316 -3.0577 1.8688
O -1.1641 3.7005 3.5194
Se -1.7997 2.7655 2.3573
O -3.3884 2.9593 2.1062
O -0.9358 2.9895 0.9188
O -1.4232 1.1353 2.6345
Cl -1.9615 -5.0759 -3.1661
C -0.6561 -3.9458 -3.0231
C 0.5695 -4.2130 -3.5897
C 1.5699 -3.2797 -3.4142
C 1.2943 -2.1243 -2.6903
N 0.1055 -1.8576 -2.1616
C -0.8494 -2.7587 -2.3258
H 0.7350 -5.1268 -4.1457
H 2.5552 -3.4429 -3.8303
H 2.0735 -1.3907 -2.5092
H -1.8129 -2.5439 -1.8729
```

Summary:
E_HOMO (spin up / spin down) ... -4.83 / -8.33 eV
Frontier orbital gap (spin up / spin down) ... 5.0 / 8.5 eV
Spin multiplicity ... 3
E ... -141028.6619 eV

Atom charges from the Mulliken analysis, given in e for atoms 1 to 5: number 1, Ti, carries 1.055; number 2, C, carries -0.936; number 3, C, carries -0.604; number 4, O, carries 0.049; number 5, C, carries -1.005

- Among the records above, which one has the lowest E?
  C17H28BrF8IrNO8S2Si